Entry from OMol25: a cluster of 10 separate species, C41H106N4O15 in total in a non-equilibrium geometry (wB97M-V/def2-TZVPD).

Atoms and positions in Å:
C: -0.45463 -1.07638 0.98964
C: -0.23031 0.01201 -0.00849
O: 1.08686 0.52899 0.15238
O: 0.34272 -2.18141 0.67942
H: -1.52952 -1.30416 1.13127
H: -0.24078 -0.69124 2.00233
H: -0.86963 0.87781 0.20195
H: -0.52190 -0.28160 -1.02255
H: 1.73319 -0.10488 -0.23546
H: 0.21226 -2.82973 1.44808
C: 5.87749 9.21804 1.78525
O: 5.96475 8.49778 0.57343
C: 5.26458 9.10737 -0.48932
C: 5.10764 8.15986 -1.64254
N: 4.14426 7.08891 -1.42888
C: 3.91466 6.31665 -2.67746
C: 2.68826 5.47477 -2.57783
O: 2.99375 4.39016 -1.72751
C: 1.83330 3.62167 -1.42897
H: 5.02827 8.87875 2.39468
H: 5.90045 10.30200 1.64312
H: 6.75490 8.94504 2.38465
H: 5.81042 9.99745 -0.83135
H: 4.26425 9.39479 -0.12964
H: 6.12297 7.76311 -1.86498
H: 4.82620 8.73740 -2.52643
H: 4.55179 6.42865 -0.77526
H: 4.76669 5.61933 -2.74837
H: 3.92129 6.96858 -3.54865
H: 2.36581 5.03024 -3.53515
H: 1.80713 6.05449 -2.26354
H: 1.27273 3.23457 -2.29263
H: 1.23305 4.18676 -0.70894
H: 2.16320 2.68985 -0.95544
C: -2.36524 -0.36031 6.04656
O: -2.07443 0.22803 4.77736
C: -3.23070 0.67674 4.17813
C: -2.90083 1.32409 2.84479
N: -3.90353 2.32083 2.48848
C: -3.46304 3.24384 1.45493
C: -4.62976 4.16364 1.15340
O: -5.72135 3.54080 0.55047
C: -6.88915 4.27498 0.75625
H: -2.91058 0.40660 6.62263
H: -1.45972 -0.53776 6.61916
H: -2.98077 -1.25481 5.92184
H: -3.76883 1.39366 4.81371
H: -3.94817 -0.14735 4.01609
H: -2.66502 0.55721 2.08627
H: -1.94733 1.86306 2.95454
H: -4.70289 1.90070 2.00396
H: -3.07759 2.71036 0.57528
H: -2.68027 3.90952 1.82113
H: -4.31764 5.11304 0.71370
H: -4.93268 4.36178 2.19979
H: -7.65933 3.77556 0.18367
H: -6.78750 5.32807 0.47223
H: -7.10876 4.28966 1.83207
C: 3.86850 0.47300 -2.63426
O: 4.15791 0.58687 -3.99275
C: 3.63279 1.74680 -4.56754
C: 2.10872 1.77628 -4.62619
N: 1.59027 0.57896 -5.22946
C: 0.22468 0.30895 -4.82461
C: -0.38507 -0.82994 -5.60473
O: -0.44116 -0.51998 -7.00070
C: 0.01063 -1.55900 -7.86728
H: 4.27087 1.31444 -2.03751
H: 4.38264 -0.39533 -2.22231
H: 2.81348 0.35421 -2.36454
H: 3.96465 1.83162 -5.60617
H: 4.02112 2.61493 -4.01579
H: 1.83021 2.65887 -5.20736
H: 1.80254 1.93069 -3.57563
H: 2.20748 -0.21349 -5.13417
H: -0.42529 1.18506 -4.83669
H: 0.21430 0.00161 -3.75372
H: -1.42597 -1.01335 -5.29887
H: 0.20785 -1.75066 -5.49017
H: 1.06502 -1.80639 -7.68429
H: -0.06042 -1.21382 -8.89629
H: -0.65773 -2.42383 -7.72976
C: 0.95190 -7.32869 0.97380
O: 0.76778 -7.10721 2.31838
C: -0.50669 -6.59302 2.62904
C: -0.82675 -5.28421 1.93254
N: -0.18958 -4.11080 2.57439
C: -0.86475 -3.63956 3.79499
C: 0.07191 -2.72817 4.52265
O: 1.26281 -3.41451 4.73416
C: 2.24141 -2.61790 5.37522
H: 1.74503 -8.04891 0.77325
H: 1.27832 -6.40645 0.47461
H: 0.04762 -7.69117 0.47173
H: -0.48448 -6.39388 3.69901
H: -1.28042 -7.33752 2.40584
H: -1.89798 -5.21844 1.76223
H: -0.38392 -5.24819 0.92905
H: 0.70973 -4.45913 2.93061
H: -1.10052 -4.47293 4.48024
H: -1.84464 -3.21753 3.56162
H: -0.41541 -2.39727 5.45406
H: 0.26196 -1.78276 3.98421
H: 3.09374 -3.24827 5.59219
H: 1.87232 -2.13672 6.28775
H: 2.50540 -1.81707 4.66624
C: 0.77686 -5.04615 -4.29780
C: 0.07680 -4.65215 -3.00366
C: -0.79574 -3.43396 -3.17382
O: -0.66816 -5.81238 -2.50919
H: 1.44027 -4.26141 -4.69117
H: 0.02274 -5.19461 -5.07453
H: 1.44723 -5.89777 -4.17302
H: 0.84169 -4.52894 -2.22396
H: -0.18513 -2.70865 -3.71500
H: -1.02161 -3.05015 -2.18201
H: -1.67957 -3.66430 -3.76956
H: -0.08135 -6.54593 -2.33709
C: 3.41361 -1.77979 1.70989
C: 3.78845 -1.88988 0.23547
C: 4.49160 -3.19059 -0.11614
O: 2.66875 -1.60653 -0.63739
H: 4.32965 -1.63676 2.30175
H: 2.96073 -2.70427 2.07517
H: 2.84732 -0.87412 1.91487
H: 4.48158 -1.05702 0.04396
H: 5.35852 -3.25111 0.56043
H: 4.89068 -3.16990 -1.12517
H: 3.89955 -4.07154 0.14312
H: 1.85585 -2.06140 -0.28131
C: -5.65429 -4.10635 0.25714
C: -4.20576 -4.49762 0.53288
C: -3.44010 -4.57812 -0.79781
O: -3.62836 -3.45083 1.35957
H: -6.27324 -3.98399 1.13718
H: -6.13112 -4.85287 -0.40920
H: -5.68334 -3.27419 -0.45264
H: -4.13141 -5.45705 1.04558
H: -3.85019 -3.80643 -1.46583
H: -3.63762 -5.51927 -1.31952
H: -2.37371 -4.37834 -0.74910
H: -3.64507 -2.59677 0.87339
C: 0.63853 3.49319 4.40501
C: 1.33671 2.49212 3.49960
C: 1.22417 1.07585 4.07220
O: 0.63198 2.52060 2.23990
H: -0.34463 3.07761 4.65860
H: 0.53939 4.50480 4.02618
H: 1.14703 3.51110 5.37682
H: 2.39115 2.72055 3.29210
H: 1.59577 1.00893 5.11262
H: 1.88266 0.37891 3.54676
H: 0.18824 0.74287 4.17106
H: 1.03596 1.91223 1.59581
C: -5.17099 0.96970 -1.12126
C: -4.60098 -0.43698 -1.18284
C: -3.32540 -0.50970 -1.98549
O: -4.35003 -0.92099 0.15552
H: -4.48765 1.62189 -0.57781
H: -6.10249 0.97682 -0.55538
H: -5.28943 1.36057 -2.13109
H: -5.37740 -1.06424 -1.65982
H: -2.63916 0.24520 -1.57478
H: -3.48214 -0.05484 -2.97124
H: -2.92164 -1.51137 -2.04351
H: -4.99970 -0.59746 0.78530

Properties
Energy above the lowest of the compared OMol25 structures with the same formula, charge and spin: 0.00 kJ/mol
Total charge: 0
Orbital gap: 9.00 eV
Lowest unoccupied orbital energy: 0.6 eV
Molar mass: 895.312 g/mol
E_HOMO: -8.427 eV


Entry from OMol25: a cluster of 9 separate species, C41H106N6O15 in total in a non-equilibrium geometry (wB97M-V/def2-TZVPD).

Atoms and positions in Å:
C: -1.13523 -1.02622 -0.18902
O: -1.71845 -1.92144 0.75755
H: -1.85154 -0.23451 -0.41166
H: -0.27271 -0.60682 0.32971
H: -0.84541 -1.57580 -1.08542
H: -1.84451 -2.80692 0.40078
C: -1.92562 -6.08323 0.64924
O: -2.38614 -4.77147 0.26465
H: -1.50078 -6.05433 1.65240
H: -2.76361 -6.77634 0.71245
H: -1.11183 -6.28373 -0.04870
H: -2.69568 -4.85005 -0.64259
C: 3.24168 8.45025 2.01493
O: 2.70268 7.37733 2.76058
C: 1.76460 6.60134 2.07473
C: 1.52361 5.32176 2.90715
N: 1.15390 4.22062 2.03862
C: 1.10888 2.88834 2.56348
C: 0.62285 1.78284 1.62053
O: 1.49486 1.37986 0.61976
C: 2.57399 0.53017 0.87886
H: 2.50760 8.89364 1.33513
H: 4.13811 8.09848 1.50171
H: 3.47908 9.27430 2.68864
H: 2.06794 6.35561 1.05142
H: 0.82025 7.15373 1.98149
H: 0.85392 5.40021 3.76596
H: 2.50130 5.08765 3.35604
H: 1.53573 4.35321 1.09505
H: 0.59864 2.86891 3.52927
H: 2.08040 2.41577 2.82126
H: -0.29686 2.15546 1.14993
H: 0.24882 0.91013 2.17053
H: 3.23684 0.82517 1.69826
H: 3.15818 0.48965 -0.03851
H: 2.16906 -0.46270 1.10758
C: 2.51019 -5.78268 3.71425
O: 1.65043 -4.67243 3.54318
C: 1.53894 -4.27896 2.19457
C: 2.92635 -3.84371 1.62434
N: 2.79500 -3.16017 0.31725
C: 1.84849 -3.66301 -0.67311
C: 2.09803 -5.16358 -0.96930
O: 1.24519 -5.64462 -1.99952
C: 1.33707 -7.00913 -2.25182
H: 3.55612 -5.47162 3.71317
H: 2.34975 -6.53396 2.93266
H: 2.35547 -6.35055 4.63174
H: 0.82986 -3.45619 2.10009
H: 1.07838 -5.11017 1.64828
H: 3.66849 -4.63941 1.53686
H: 3.31874 -3.10254 2.32180
H: 3.67678 -2.94572 -0.12293
H: 2.02131 -3.07695 -1.57414
H: 0.83614 -3.50298 -0.30148
H: 2.07348 -5.75913 -0.05468
H: 3.11646 -5.25635 -1.36787
H: 1.14751 -7.64160 -1.37389
H: 2.34861 -7.24953 -2.59947
H: 0.60864 -7.40858 -2.95768
C: -10.40411 -2.66649 -3.61532
O: -9.48927 -1.68222 -4.01162
C: -8.19573 -2.09188 -4.42139
C: -7.36761 -2.77749 -3.37081
N: -7.09367 -1.95432 -2.21185
C: -5.98927 -2.46789 -1.38876
C: -5.49025 -1.43009 -0.44686
O: -4.82437 -0.41556 -1.16129
C: -4.74332 0.84053 -0.50598
H: -9.95565 -3.57472 -3.20212
H: -10.96732 -3.05121 -4.47542
H: -11.12281 -2.27174 -2.90171
H: -7.68047 -1.25342 -4.89102
H: -8.43039 -2.78372 -5.24300
H: -6.44229 -3.22725 -3.75989
H: -7.92424 -3.68623 -3.10972
H: -6.66057 -1.08728 -2.53495
H: -5.24102 -2.98798 -2.00813
H: -6.44926 -3.33419 -0.89328
H: -4.85513 -1.86534 0.32982
H: -6.40852 -1.10113 0.05539
H: -4.71617 0.67822 0.57578
H: -5.63716 1.45863 -0.63225
H: -3.87060 1.40439 -0.82137
C: -1.54616 2.65603 -2.02900
O: -0.73158 3.70440 -2.52719
C: -0.22062 4.60309 -1.57366
C: 1.26497 4.85502 -1.79901
N: 2.10802 4.12446 -0.84172
C: 3.49277 4.59848 -0.77956
C: 4.50499 3.59400 -0.26340
O: 5.84153 3.95828 -0.57585
C: 6.41793 5.11643 -0.04221
H: -0.90424 1.97050 -1.47172
H: -1.93533 2.13949 -2.90440
H: -2.32174 3.10221 -1.40284
H: -0.49963 4.41465 -0.53048
H: -0.67425 5.60610 -1.60331
H: 1.49634 5.92109 -1.80895
H: 1.57868 4.47713 -2.78027
H: 1.96440 3.13635 -0.99777
H: 3.50908 5.38668 -0.01754
H: 3.81767 5.04333 -1.72462
H: 4.42040 2.64076 -0.78890
H: 4.49360 3.37906 0.81050
H: 6.60295 5.00447 1.03497
H: 5.94252 6.07170 -0.26817
H: 7.44353 5.10066 -0.41928
C: 1.18454 0.42637 -2.35032
O: 2.46956 0.96258 -2.58053
C: 3.07718 0.39557 -3.73963
C: 4.50332 0.91793 -3.88213
N: 5.23589 0.34941 -2.76629
C: 6.48013 0.99226 -2.37669
C: 7.57790 0.89471 -3.43777
O: 8.26222 -0.33587 -3.53631
C: 7.49906 -1.38057 -4.13210
H: 0.50709 0.70879 -3.16373
H: 0.73460 0.84161 -1.45349
H: 1.25937 -0.65993 -2.23289
H: 2.50106 0.68670 -4.62210
H: 3.12958 -0.68828 -3.62048
H: 4.57038 1.98586 -4.12724
H: 4.96975 0.48744 -4.77736
H: 4.65914 0.32099 -1.93368
H: 6.86489 0.67710 -1.40644
H: 6.33894 2.07493 -2.23541
H: 8.33663 1.66228 -3.25344
H: 7.26426 1.26220 -4.42577
H: 8.20200 -2.21151 -4.13833
H: 7.16125 -1.16974 -5.15249
H: 6.60069 -1.55557 -3.53865
C: -0.49581 -1.44747 4.08512
O: -0.93900 -0.35657 4.86908
C: -2.02516 0.34797 4.31571
C: -2.60128 1.23245 5.42393
N: -3.33724 0.31852 6.33552
C: -3.76452 0.84229 7.60213
C: -4.77443 1.94351 7.59478
O: -4.23371 3.25765 7.51693
C: -5.21659 4.25344 7.35240
H: -1.21832 -2.27272 4.05993
H: 0.41151 -1.86161 4.51849
H: -0.39397 -1.17271 3.03225
H: -2.79896 -0.38718 4.06542
H: -1.81169 0.92718 3.41149
H: -3.33721 1.86185 4.91737
H: -1.89020 1.84825 5.97850
H: -2.75284 -0.50410 6.39237
H: -2.90269 1.19529 8.19243
H: -4.17481 0.03048 8.20570
H: -5.29431 1.95128 8.56257
H: -5.57768 1.79355 6.86275
H: -5.95560 4.33816 8.15655
H: -5.72656 4.05528 6.40551
H: -4.76606 5.24411 7.31385
C: -1.60997 -1.91066 -4.03455
C: -0.70148 -3.14353 -4.02993
C: 0.67202 -2.92074 -4.67544
O: -0.55527 -3.63450 -2.73745
H: -1.46355 -1.19534 -4.84656
H: -1.51630 -1.33472 -3.11089
H: -2.64796 -2.22469 -4.15673
H: -1.26897 -3.82005 -4.68778
H: 0.50020 -2.54870 -5.68710
H: 1.19813 -3.87308 -4.64335
H: 1.16266 -2.10061 -4.14786
H: 0.14160 -4.31080 -2.69379

Properties
Energy above the lowest of the compared OMol25 structures with the same formula, charge and spin: 269.52 kJ/mol
Total charge: 0
Orbital gap: 8.22 eV
Lowest unoccupied orbital energy: 0.4 eV
Molar mass: 923.326 g/mol
E_HOMO: -7.851 eV